Below is C55H62N7PS3SbTi as an isolated structure at a distorted geometry, with properties calculated with ωB97M-V/def2-TZVPD.

Geometry (Å):
Ti -0.30255 0.48983 0.74050
N 8.68212 1.97866 5.71562
C 7.69414 1.81037 5.14876
C 6.45985 1.59802 4.44298
C 6.46460 0.99707 3.18420
C 5.27720 0.79393 2.51050
C 4.03929 1.17138 3.06292
C 4.06398 1.77200 4.33506
C 5.24612 1.98668 5.01244
C 2.77940 0.93194 2.35989
C 2.72330 1.22099 0.96004
C 3.68794 1.87813 0.17736
C 3.21020 1.88352 -1.14321
C 1.97474 1.26361 -1.11138
N 1.65740 0.86511 0.14991
C 1.70945 0.34068 3.11840
C 1.82248 -0.28068 4.37181
C 0.55862 -0.81360 4.68402
C -0.26418 -0.49768 3.62159
N 0.40908 0.20184 2.66610
H 7.40201 0.68269 2.74351
H 5.28905 0.31500 1.54057
H 3.12794 2.08620 4.77634
H 5.23905 2.46610 5.98281
H 4.60531 2.31884 0.53259
H 3.69433 2.30160 -2.01330
H 1.28013 1.10585 -1.92263
H 2.71752 -0.34455 4.97068
H 0.27091 -1.34291 5.58017
H -1.31982 -0.69603 3.51847
S -2.37814 1.84722 2.56365
C -3.03635 0.53072 1.77181
N -2.36772 -0.27063 0.94569
C -3.20658 -1.14750 0.26974
C -2.83333 -2.00265 -0.76440
C -3.78634 -2.82409 -1.34168
C -5.11248 -2.80627 -0.90940
C -5.50235 -1.94307 0.10280
C -4.54767 -1.11544 0.67791
S -4.74819 0.10541 1.89684
H -1.81090 -2.01033 -1.11470
H -3.49469 -3.48213 -2.15160
H -5.84439 -3.45285 -1.37661
H -6.53341 -1.90508 0.43166
C 3.18874 -2.26343 1.65465
N 2.09851 -2.97916 2.30693
C 2.39296 -3.33338 3.69042
C 0.87450 -3.05152 1.77711
S 0.44392 -2.18249 0.38750
N -0.02488 -3.89267 2.39327
C -1.43700 -3.72554 2.08046
C 0.34272 -5.30067 2.52082
H 4.10885 -2.82986 1.81131
H 3.28808 -1.26759 2.08997
H 2.98821 -2.16319 0.59265
H 2.88278 -2.47578 4.15101
H 3.05753 -4.20028 3.74052
H 1.47168 -3.53547 4.22631
H -1.70046 -2.67179 2.09965
H -2.00930 -4.25225 2.84586
H -1.68939 -4.13038 1.09481
H 1.41656 -5.42300 2.60187
H -0.00351 -5.85458 1.63986
H -0.12507 -5.73154 3.40757
C 2.61236 -3.19524 -5.69382
C 1.31237 -2.62896 -5.12792
C 0.96273 -1.31768 -5.83823
Sb 1.08317 -2.32293 -2.97749
C 1.18470 -4.38527 -2.30492
C 2.03453 -5.36224 -3.10699
C -0.24532 -4.90962 -2.18468
C 3.02899 -1.57344 -2.39446
C 3.50868 -0.46286 -3.32520
C 4.11580 -2.61699 -2.17170
H 2.55288 -3.25540 -6.78728
H 2.83677 -4.19344 -5.32473
H 3.46595 -2.55891 -5.45929
H 0.50859 -3.34761 -5.33377
H 1.78332 -0.60086 -5.75660
H 0.07384 -0.83707 -5.42560
H 0.78444 -1.48579 -6.90591
H 1.59719 -4.29120 -1.29642
H 1.58994 -5.55298 -4.08723
H 2.08861 -6.32689 -2.58895
H 3.05496 -5.01495 -3.26353
H -0.75288 -4.90551 -3.15561
H -0.83896 -4.30884 -1.49476
H -0.25305 -5.94524 -1.82482
H 2.78291 -1.10212 -1.43699
H 3.83549 -0.85471 -4.28946
H 4.35710 0.06155 -2.87491
H 2.73633 0.28773 -3.50498
H 4.42914 -3.07475 -3.11392
H 3.79838 -3.41873 -1.50164
H 5.00242 -2.14980 -1.72788
N -0.97460 1.69200 -0.60310
P -1.97329 2.51671 -1.42885
C -1.12959 3.76346 -2.46497
C 0.18506 4.07305 -2.13146
C 0.88969 5.01859 -2.86616
C 0.28432 5.65803 -3.93761
C -1.02871 5.35160 -4.27646
C -1.73149 4.40855 -3.54264
C -3.20400 3.48838 -0.51868
C -4.43253 2.94807 -0.15371
C -5.28893 3.64660 0.68400
C -4.91942 4.89011 1.17165
C -3.69059 5.43416 0.82044
C -2.83787 4.73678 -0.01889
C -2.91798 1.53495 -2.64105
C -4.14153 1.90355 -3.19571
C -4.74646 1.10760 -4.15928
C -4.13109 -0.06186 -4.58283
C -2.90935 -0.43339 -4.03942
C -2.30756 0.35966 -3.07561
H 0.65311 3.55039 -1.30568
H 1.91458 5.24506 -2.59955
H 0.83442 6.39215 -4.51372
H -1.50247 5.84404 -5.11681
H -2.75234 4.17089 -3.81857
H -4.71709 1.96062 -0.49758
H -6.23218 3.20270 0.97655
H -5.58015 5.43021 1.83832
H -3.39164 6.39878 1.21080
H -1.87434 5.15966 -0.27762
H -4.63341 2.81344 -2.87352
H -5.70430 1.39834 -4.57284
H -4.60760 -0.68599 -5.32887
H -2.42760 -1.35214 -4.35307
H -1.36683 0.05784 -2.62818

The multiplicity is 3. The expectation value of S² is 2.033. Its relative energy (zero: lowest compared OMol25 entry of this formula, charge and spin) is 0.980 eV. The net charge is -1. As for the HOMO energy (alpha / beta): -2.928 / -4.582 eV. The LUMO energy (alpha / beta) comes out at 2.079 / 2.060 eV.

Here are the Löwdin charges for atoms 1 to 99, given in e:
1. Ti 0.80
2. N 0.12
3. C -0.21
4. C -0.26
5. C -0.03
6. C -0.04
7. C -0.17
8. C -0.03
9. C -0.03
10. C -0.10
11. C -0.27
12. C -0.05
13. C -0.12
14. C -0.25
15. N -0.09
16. C -0.28
17. C -0.10
18. C -0.11
19. C -0.22
20. N -0.10
21. H 0.11
22. H 0.11
23. H 0.12
24. H 0.11
25. H 0.09
26. H 0.09
27. H 0.09
28. H 0.10
29. H 0.09
30. H 0.08
31. S 0.60
32. C -1.17
33. N -0.12
34. C -0.32
35. C -0.06
36. C -0.10
37. C -0.11
38. C -0.11
39. C -0.48
40. S 0.99
41. H 0.04
42. H 0.10
43. H 0.09
44. H 0.10
45. C -0.04
46. N -0.15
47. C -0.05
48. C -0.67
49. S 0.72
50. N -0.21
51. C -0.09
52. C -0.05
53. H 0.10
54. H 0.07
55. H 0.04
56. H 0.08
57. H 0.09
58. H 0.09
59. H 0.06
60. H 0.09
61. H 0.08
62. H 0.07
63. H 0.09
64. H 0.09
65. C -0.15
66. C -0.58
67. C -0.18
68. Sb 1.48
69. C -0.60
70. C -0.16
71. C -0.19
72. C -0.58
73. C -0.16
74. C -0.15
75. H 0.07
76. H 0.04
77. H 0.05
78. H 0.07
79. H 0.06
80. H 0.04
81. H 0.07
82. H 0.05
83. H 0.07
84. H 0.07
85. H 0.05
86. H 0.07
87. H 0.03
88. H 0.07
89. H 0.03
90. H 0.05
91. H 0.07
92. H 0.06
93. H 0.06
94. H 0.05
95. H 0.08
96. N -0.32
97. P 0.77
98. C -0.27
99. C -0.08